No. 1
50
Properties=species:S:1:pos:R:3 method="wB97M-V/def2-TZVPD" lumo_ev=0.393 homo_lumo_gap_ev=8.54 spin_multiplicity=1 homo_ev=-8.1 mol_weight_g_mol=408.2 relative_energy_kj_mol=0.0
C 4.9466 3.1020 1.9900
C 3.5633 2.7569 1.6591
C 2.4454 3.5129 1.3923
C 1.4704 2.6091 0.8399
C 2.0864 1.3604 0.6794
B 0.0858 1.0918 5.0973
F 0.6783 2.2945 5.2747
F -0.8884 1.0596 4.1370
F 0.6178 -0.0453 5.5682
O 3.3353 1.4458 1.2328
H 5.1959 4.1770 1.9024
H 5.3466 2.7348 2.9526
H 5.5418 2.6179 1.2054
H 2.3679 4.5940 1.5479
H 0.4195 2.8737 0.6535
C -4.5461 -1.8312 -5.3474
C -4.1281 -2.3800 -4.1275
C -3.8811 -1.5701 -3.0022
C -4.0311 -0.1757 -3.1310
O -3.8264 0.7009 -2.0389
C -2.6284 0.6192 -1.2781
C -1.5408 1.4274 -1.6247
C -0.2583 1.1068 -1.1527
C -0.0366 0.1607 -0.1453
C 1.5473 0.0625 0.3149
C 1.8582 -1.1588 1.2374
C 2.8439 -1.2677 2.2325
C 3.1717 -2.5408 2.7453
C 2.5619 -3.7175 2.2964
C 1.4671 -3.5771 1.4340
C 1.1567 -2.3191 0.9012
C -1.2015 -0.4787 0.3656
C -2.4619 -0.2923 -0.2361
C -4.4689 0.3829 -4.3480
C -4.6963 -0.4462 -5.4436
H -4.7666 -2.4875 -6.1977
H -3.9749 -3.4571 -4.0285
H -3.5309 -1.9988 -2.0496
H -1.6760 2.2777 -2.2889
H 0.5997 1.7430 -1.4311
H 2.0599 -0.1699 -0.6482
H 3.2987 -0.3982 2.7044
H 3.9209 -2.6351 3.5277
H 2.9337 -4.7051 2.6110
H 0.8554 -4.4402 1.1713
H 0.2684 -2.2531 0.2673
H -1.2103 -1.0057 1.3219
H -3.3500 -0.8104 0.1042
H -4.5509 1.4612 -4.4553
H -4.9911 -0.0111 -6.3927



No. 2
16
Properties=species:S:1:pos:R:3 method="wB97M-V/def2-TZVPD" lumo_ev=0.657 homo_lumo_gap_ev=9.44 spin_multiplicity=1 homo_ev=-8.8 mol_weight_g_mol=139.1 relative_energy_kj_mol=235.9
C -1.7433 0.3949 0.0148
C -0.2823 0.1538 -0.0792
C 0.5551 1.2792 -0.0813
C 1.9276 1.1095 -0.0412
C 2.4951 -0.1471 0.0065
C 1.6542 -1.2681 -0.0337
C 0.2504 -1.1179 -0.0729
H -4.4533 -0.8578 0.1815
H -2.1122 1.3994 0.0794
H 0.1424 2.2818 0.0140
H 2.6171 1.9807 0.0704
H 2.1056 -2.2578 -0.0286
H -0.4642 -1.9518 -0.0319
N -2.6130 -0.5528 -0.0386
O -3.8896 -0.0862 0.0058
F 3.8104 -0.3598 0.0350